A molecular structure, C25H26MoN7O5S at a distorted geometry. Source: the OMol25 dataset; level of theory: ωB97M-V/def2-TZVPD.

## Properties
Max |F|, eV Å⁻¹: 1.83
LUMO level (spin up / spin down), eV: -5.31 / -6.03
Spin multiplicity: 3
HOMO (spin up / spin down), eV: -9.2 / -9.2
Charge: +1

Positions of all 65 atoms, in Å:
Mo: -0.05 0.26 0.07
C: 1.88 -0.90 2.45
N: 1.41 -1.26 1.09
C: 2.62 -1.53 0.26
C: 0.53 -2.44 1.07
C: 0.45 -3.39 2.07
C: -0.42 -4.46 1.89
C: -1.18 -4.57 0.74
C: -1.11 -3.61 -0.26
C: -0.23 -2.55 -0.09
N: -0.07 -1.45 -0.96
C: 0.00 -1.54 -2.35
C: 0.07 -2.72 -3.10
C: 0.18 -2.64 -4.47
C: 0.24 -1.41 -5.11
C: 0.21 -0.24 -4.37
C: 0.10 -0.32 -2.99
N: 0.10 0.86 -2.11
C: -0.73 1.94 -2.71
C: 1.47 1.36 -1.86
H: 2.60 -1.64 2.81
H: 1.05 -0.84 3.15
H: 2.37 0.07 2.41
H: 3.20 -2.34 0.70
H: 3.24 -0.63 0.23
H: 2.33 -1.81 -0.75
H: 1.02 -3.31 2.98
H: -0.50 -5.21 2.67
H: -1.87 -5.41 0.62
H: -1.74 -3.66 -1.13
H: 0.05 -3.68 -2.60
H: 0.24 -3.55 -5.05
H: 0.32 -1.35 -6.19
H: 0.28 0.71 -4.88
H: -0.28 2.30 -3.64
H: -0.80 2.79 -2.04
H: -1.73 1.56 -2.92
H: 2.13 1.15 -2.70
H: 1.91 0.85 -0.98
H: 1.46 2.43 -1.68
O: 2.06 7.70 -1.35
S: 1.40 8.85 -0.75
O: 1.20 9.98 -1.62
O: 1.81 9.14 0.62
C: -0.28 8.20 -0.40
N: -1.36 9.00 -0.39
C: -2.52 8.44 -0.09
C: -2.66 7.08 0.19
C: -1.49 6.36 0.17
N: -0.31 6.90 -0.11
C: -1.35 4.91 0.37
C: -2.36 3.97 0.12
C: -2.03 2.63 0.08
N: -0.77 2.19 0.30
C: 0.17 3.09 0.67
C: -0.08 4.43 0.71
H: -3.38 9.10 -0.08
H: -3.62 6.65 0.42
H: -3.37 4.27 -0.11
H: -2.77 1.88 -0.18
H: 1.15 2.70 0.90
H: 0.71 5.15 0.92
O: -0.61 0.26 2.14
N: -1.80 -0.06 1.92
O: -1.93 -0.31 0.68

natural (NBO) population analysis, charges in e, atoms 1 to 8:
1. Mo 1.448
2. C -0.427
3. N -0.427
4. C -0.421
5. C 0.184
6. C -0.237
7. C -0.174
8. C -0.172

A molecular structure, C25H26N3OSe2Sn. Source: the OMol25 dataset; level of theory: ωB97M-V/def2-TZVPD.

## Properties
Max |F|, eV Å⁻¹: 0.68
LUMO level, eV: -2.83
Spin multiplicity: 1
HOMO, eV: -9.9
Charge: +1

Positions of all 58 atoms, in Å:
Sn: 0.16 0.22 0.04
Se: -2.13 0.79 -2.03
Se: -4.26 0.58 -1.17
C: -4.16 0.53 0.76
C: -5.34 0.76 1.47
C: -5.29 0.68 2.85
C: -4.08 0.38 3.46
C: -2.97 0.18 2.66
N: -3.01 0.25 1.33
C: -1.65 -1.08 -2.24
C: -2.10 -1.80 -3.34
C: -1.69 -3.12 -3.47
C: -0.85 -3.66 -2.51
C: -0.44 -2.86 -1.46
N: -0.83 -1.59 -1.33
H: -6.26 1.00 0.95
H: -6.18 0.86 3.44
H: -4.00 0.30 4.54
H: -2.00 -0.04 3.09
H: -2.74 -1.33 -4.07
H: -2.01 -3.71 -4.32
H: -0.50 -4.68 -2.58
H: 0.24 -3.23 -0.70
O: 1.59 2.83 0.97
C: 1.88 2.76 2.37
C: 3.24 2.15 2.64
C: 3.46 0.75 2.04
C: 2.61 -0.32 2.67
C: 2.93 -0.77 3.96
C: 2.16 -1.73 4.57
C: 1.07 -2.26 3.88
C: 0.83 -1.79 2.61
N: 1.56 -0.84 2.02
H: 2.25 3.38 0.53
H: 1.08 2.15 2.81
H: 1.82 3.76 2.79
H: 3.39 2.11 3.72
H: 4.00 2.83 2.23
H: 4.51 0.49 2.21
H: 3.29 0.76 0.96
H: 3.80 -0.35 4.45
H: 2.39 -2.07 5.57
H: 0.44 -3.01 4.33
H: 0.00 -2.18 2.02
C: 1.73 0.44 -1.65
C: 1.20 0.69 -3.02
C: 0.91 1.99 -3.46
C: 0.46 2.23 -4.75
C: 0.27 1.18 -5.64
C: 0.55 -0.12 -5.22
C: 1.01 -0.35 -3.93
H: 2.39 1.26 -1.37
H: 2.32 -0.48 -1.64
H: 1.08 2.82 -2.79
H: 0.28 3.24 -5.07
H: -0.08 1.37 -6.64
H: 0.43 -0.95 -5.90
H: 1.25 -1.37 -3.63

natural (NBO) population analysis, charges in e, atoms 1 to 8:
1. Sn 1.294
2. Se 0.238
3. Se 0.216
4. C 0.051
5. C -0.264
6. C -0.143
7. C -0.255
8. C 0.045

A molecular structure, C25H26N4O9P2W. Source: the OMol25 dataset; level of theory: ωB97M-V/def2-TZVPD.

## Properties
Max |F|, eV Å⁻¹: 0.91
LUMO level (spin up / spin down), eV: -0.64 / -1.00
Spin multiplicity: 3
HOMO (spin up / spin down), eV: -7.3 / -8.0
Charge: 0

Positions of all 67 atoms, in Å:
W: 0.11 -0.31 1.65
C: -2.82 0.40 2.68
N: -1.48 1.03 2.79
C: -1.59 2.47 2.47
C: -1.07 0.99 4.23
C: -0.79 -0.43 4.58
C: -0.95 -0.94 5.86
C: -0.65 -2.27 6.11
C: -0.20 -3.08 5.08
C: -0.06 -2.57 3.79
C: -0.37 -1.23 3.51
H: -3.52 0.89 3.36
H: -2.75 -0.65 2.93
H: -3.19 0.50 1.66
H: -2.30 2.93 3.16
H: -1.94 2.63 1.45
H: -0.61 2.94 2.57
H: -1.85 1.43 4.85
H: -0.16 1.59 4.31
H: -1.31 -0.29 6.65
H: -0.76 -2.67 7.11
H: 0.04 -4.11 5.27
H: 0.29 -3.22 3.01
C: 2.20 3.71 -4.66
O: 2.43 2.50 -3.95
C: 1.68 1.41 -4.31
C: 2.04 0.22 -3.69
C: 1.29 -0.92 -3.91
C: 0.19 -0.88 -4.76
C: -0.11 0.29 -5.44
C: 0.62 1.46 -5.20
N: -0.63 -2.02 -5.12
N: -0.94 -2.92 -4.32
C: -0.74 -2.74 -2.90
C: -0.15 -3.76 -2.21
C: 0.20 -3.63 -0.85
C: -0.11 -2.46 -0.20
O: 0.30 -2.18 1.04
C: -0.92 -1.49 -0.84
N: -1.29 -0.46 -0.04
C: -1.97 0.53 -0.59
C: -2.37 0.49 -1.94
C: -2.01 -0.56 -2.73
C: -1.21 -1.60 -2.21
H: 2.93 4.42 -4.28
H: 1.19 4.08 -4.47
H: 2.35 3.57 -5.73
H: 2.89 0.19 -3.03
H: 1.58 -1.83 -3.41
H: -0.92 0.29 -6.15
H: 0.35 2.37 -5.72
H: 0.11 -4.66 -2.75
H: 0.75 -4.41 -0.34
H: -2.22 1.37 0.03
H: -2.96 1.31 -2.32
H: -2.34 -0.59 -3.76
O: 4.18 0.95 2.94
P: 2.73 0.72 2.36
O: 2.45 -0.71 1.96
O: 1.66 1.27 3.23
O: 2.81 1.62 0.97
P: 1.54 1.50 0.01
O: 1.62 2.77 -0.93
O: 1.49 0.16 -0.64
O: 0.31 1.67 0.90
H: 4.82 0.30 2.61
H: 2.10 2.60 -1.76

Löwdin population analysis, charges in e, atoms 1 to 8:
1. W 1.780
2. C -0.067
3. N -0.326
4. C -0.083
5. C -0.170
6. C -0.257
7. C -0.042
8. C -0.089

Look up the spin multiplicity of the third one.
3